C2H2N2O2 | the ωB97M-V functional and the def2-TZVPD basis

```
8
Properties=species:S:1:pos:R:3:forces:R:3:mulliken_charge:R:1
C 0.6662 -0.1433 -0.0576 -0.09 -0.46 -0.03 0.436
N 0.1182 -1.3055 -0.2372 -2.83 1.05 -0.07 -0.209
H 2.2818 -0.1733 0.9500 0.03 0.04 -0.10 0.354
H -2.2083 1.1200 -0.1945 0.09 -0.78 -0.04 0.399
O 2.0128 -0.0774 0.0271 -0.20 0.17 0.10 -0.476
C -1.3294 0.4649 -0.1707 0.71 0.16 0.09 0.210
O -1.3999 -0.8424 -0.3087 2.26 -0.40 0.04 -0.242
N -0.1413 0.9571 -0.0084 0.04 0.23 0.00 -0.472
```
Forces are in eV/Å.

Summary:
**Kohn-Sham gap**: 0.431 Eh
**LUMO**: 0.57 eV
**Structure (SMILES)**: Oc1ncon1



C16H15Br3FeN5O3 | the ωB97M-V functional and the def2-TZVPD basis

```
43
Properties=species:S:1:pos:R:3:forces:R:3:mulliken_charge:R:1
H -3.0243 -0.6674 1.7040 -0.02 -0.02 0.03 0.252
H 1.1749 -2.5010 0.2246 0.01 -0.05 -0.04 0.410
C -0.5490 -2.7650 -0.8731 -0.08 0.02 -0.09 -0.375
C 0.1494 0.3517 -4.8215 0.01 0.01 0.03 -1.095
Fe 0.1800 -0.2872 0.4174 -0.27 1.03 0.15 -0.205
N -1.2081 -1.4204 0.9465 0.01 -0.28 0.25 0.433
H 2.8703 1.5007 -0.1078 -0.02 0.02 0.02 0.365
C -0.1125 2.7832 -0.1132 -0.14 0.04 0.03 1.003
N -1.6525 1.0084 -0.5057 0.02 -0.29 0.14 0.519
H -5.0015 0.8159 -0.6193 0.00 0.01 -0.01 0.482
Br 2.3726 -0.6086 1.3171 0.16 -0.11 0.33 -0.503
H -2.4903 4.1303 0.4093 0.00 0.00 0.01 0.459
Br -5.3878 3.6417 0.2447 0.00 0.00 0.00 -0.156
C -2.8736 0.5128 -0.6691 -0.04 0.01 0.02 -0.486
H -2.9424 -0.5379 -0.9269 0.00 0.00 0.02 0.423
H -2.1895 -1.7487 2.7944 0.08 0.02 0.05 0.481
C 1.4792 4.5536 -0.1634 -0.02 -0.02 0.00 -0.087
H 1.3232 -1.9088 -1.2851 -0.06 0.01 -0.05 0.207
C -2.0287 -0.9708 2.0475 0.03 0.07 0.01 -0.315
O -2.6470 -3.0761 0.2902 -0.04 -0.09 -0.05 -0.719
O -1.7252 0.7822 3.6700 -0.18 0.01 0.07 -0.683
C -3.8731 2.5741 -0.0852 0.00 0.00 0.00 -0.185
H -0.9297 -2.3978 -1.8280 0.04 0.00 -0.01 0.133
C 2.1165 2.2762 -0.1280 0.07 -0.05 -0.04 -0.427
N 0.6719 -2.0252 -0.5189 -0.17 -0.35 -0.11 -0.397
C -4.0258 1.2596 -0.4873 0.01 0.00 0.00 -0.860
H -0.3963 -3.8398 -0.9595 0.02 -0.02 0.02 0.394
O -0.3231 0.6893 1.9429 -0.19 -0.17 0.19 -0.433
C -1.5931 -2.4637 0.1977 0.17 0.18 -0.02 0.556
C 0.2781 0.1483 -3.3833 -0.05 0.06 -0.02 0.492
C -2.6085 3.1098 0.0800 0.00 -0.01 -0.04 -0.844
C 0.1588 4.1435 -0.1476 0.02 0.01 -0.01 -0.737
H 0.5835 1.3116 -5.0946 0.00 0.00 -0.01 0.307
C 2.4860 3.6113 -0.1619 0.00 0.00 -0.01 -0.886
H 0.6685 -0.4410 -5.3562 0.00 0.00 0.00 0.312
N 0.8554 1.8606 -0.0969 0.10 -0.14 -0.03 0.623
H -0.9029 0.3431 -5.0991 0.00 0.00 0.00 0.292
N 0.3598 0.0035 -2.2483 0.12 0.03 -0.51 -0.242
H 3.5285 3.8924 -0.1795 0.00 0.00 0.00 0.428
C -1.3471 0.2497 2.6559 0.28 0.06 -0.27 0.231
C -1.5156 2.2894 -0.1656 0.09 0.02 -0.06 0.532
Br 1.8897 6.3913 -0.2073 0.00 0.00 0.00 -0.156
H -0.6357 4.8724 -0.1809 0.00 0.00 0.00 0.458
```
Forces are in eV/Å.

Summary:
**2S+1**: 2
**Kohn-Sham gap (alpha / beta)**: 0.295 / 0.294 Eh
**LUMO (alpha / beta)**: -0.74 / -0.66 eV



For the records above, the corresponding relative energy (zero: lowest compared OMol25 entry of this formula, charge and spin) values read 49.4, 12.2 kcal per mole.